Below is a cluster of 2 separate species, C3H5ClO2P in total, with properties calculated with ωB97M-V/def2-TZVPD.

Each line ends with the Löwdin charge.
Atoms and positions in Å:
C (0.273, -1.253, -0.640)  -0.03
C (0.725, -0.195, 0.067)  -0.49
C (-0.177, 1.013, 0.404)  -0.13
O (3.604, -2.476, -0.104)  -0.63
O (2.699, 0.497, 1.874)  -0.49
P (2.547, -0.102, 0.546)  0.40
Cl (3.035, 1.216, -1.021)  0.13
H (0.578, -2.293, -0.646)  0.05
H (-0.633, -1.110, -1.128)  0.02
H (-0.578, 1.521, -0.410)  0.04
H (-1.012, 0.710, 0.968)  0.04
H (0.210, 1.844, 1.071)  0.09

Properties
E_HOMO (spin up / spin down): -4.06 / -3.68 eV
net charge: -1
2S+1: 1
max |F|: 3.1 eV/A
Kohn-Sham gap (spin up / spin down): 7.139 / 7.280 eV

Below is a cluster of 3 separate species, C5H11N2O2 in total, with properties calculated with ωB97M-V/def2-TZVPD.

Each line ends with the Löwdin charge.
Atoms and positions in Å:
C (-1.297, -1.429, -2.709)  0.00
C (0.022, 0.068, 1.450)  -0.03
C (2.500, -0.216, 1.030)  0.01
C (-1.866, 2.819, -1.172)  -0.11
C (1.287, -0.600, 1.731)  -0.31
N (-1.016, -1.543, -1.541)  -0.16
N (-0.747, -1.644, -0.424)  0.20
O (-1.216, 2.003, -0.575)  -0.02
O (1.405, -1.659, 2.499)  0.17
H (-0.611, -1.217, -3.469)  0.08
H (-2.349, -1.401, -3.037)  0.11
H (-0.255, -0.263, 0.392)  0.06
H (0.065, 1.161, 1.199)  0.11
H (-0.734, -0.165, 2.211)  0.12
H (2.262, 0.633, 0.397)  0.09
H (3.498, 0.000, 1.653)  0.17
H (2.959, -1.083, 0.372)  0.16
H (-2.574, 2.664, -2.027)  0.10
H (-1.904, 3.885, -0.893)  0.09
H (0.570, -2.011, 2.914)  0.19

Properties
E_HOMO (spin up / spin down): -12.31 / -12.31 eV
net charge: +1
2S+1: 1
max |F|: 6.0 eV/A
Kohn-Sham gap (spin up / spin down): 7.754 / 7.753 eV

Below is the molecule C21H22N6O2, with properties calculated with ωB97M-V/def2-TZVPD.

Each line ends with the Löwdin charge.
Atoms and positions in Å:
C (4.128, 2.834, 1.998)  -0.05
C (3.982, 1.578, 1.192)  -0.28
C (4.976, 0.610, 1.202)  -0.06
C (4.842, -0.536, 0.441)  -0.05
C (3.726, -0.758, -0.351)  -0.21
C (3.600, -2.018, -1.157)  -0.05
C (2.724, 0.221, -0.361)  -0.17
N (1.605, 0.019, -1.186)  0.15
C (0.383, 0.598, -1.105)  -0.46
O (0.064, 1.449, -0.300)  0.07
C (-0.607, 0.111, -2.165)  -0.09
C (-0.643, -1.415, -2.348)  -0.10
C (-0.549, -2.083, -1.027)  -0.30
N (0.450, -2.819, -0.591)  0.06
N (0.228, -3.168, 0.672)  0.07
C (-0.922, -2.639, 1.035)  -0.28
C (-1.649, -2.634, 2.244)  0.03
C (-2.814, -1.943, 2.267)  0.02
C (-3.275, -1.268, 1.084)  -0.31
N (-4.487, -0.652, 1.105)  0.04
C (-4.882, 0.195, 0.000)  -0.11
C (-3.981, 1.383, -0.163)  -0.29
C (-3.571, 2.066, -1.268)  -0.05
C (-2.718, 3.097, -0.801)  -0.07
C (-2.670, 2.957, 0.548)  -0.12
O (-3.437, 1.928, 0.947)  0.04
N (-2.608, -1.268, -0.044)  0.20
N (-1.457, -1.938, -0.033)  0.03
C (2.860, 1.373, 0.403)  0.03
H (4.522, 2.611, 2.988)  0.08
H (3.171, 3.339, 2.104)  0.07
H (4.823, 3.515, 1.508)  0.08
H (5.858, 0.752, 1.809)  0.11
H (5.623, -1.283, 0.464)  0.11
H (2.681, -2.549, -0.905)  0.05
H (3.599, -1.801, -2.227)  0.08
H (4.442, -2.674, -0.952)  0.08
H (1.701, -0.766, -1.813)  0.11
H (-0.361, 0.594, -3.113)  0.13
H (-1.588, 0.464, -1.846)  0.09
H (-1.584, -1.689, -2.831)  0.12
H (0.177, -1.774, -2.972)  0.12
H (-1.256, -3.162, 3.097)  0.12
H (-3.419, -1.887, 3.159)  0.11
H (-4.817, -0.373, 2.016)  0.14
H (-5.915, 0.510, 0.178)  0.13
H (-4.845, -0.397, -0.918)  0.13
H (-3.846, 1.864, -2.284)  0.11
H (-2.203, 3.825, -1.392)  0.10
H (-2.138, 3.493, 1.307)  0.12
H (2.073, 2.109, 0.385)  0.10

Properties
E_HOMO: -7.96 eV
2S+1: 1
max |F|: 1.4 eV/A
Kohn-Sham gap: 8.209 eV
SMILES: Cc1ccc(C)c(NC(=O)CCc2nnc3ccc(NCc4ccco4)nn23)c1

Values of energy relative to the best compared isomer or geometry (same formula, charge and spin), in order: 6.074; 4.920; 2.558, all in eV.